78
Properties=species:S:1:pos:R:3:forces:R:3 method="wB97M-V/def2-TZVPD" charge=-1 relative_energy_ev=0.0000 homo_lumo_gap_ha=0.269 homo_ha=-0.2111 largest_force_ev_per_a=3.96
Pb 10.631 12.704 12.077 -1.100 1.418 -2.550
C 14.559 10.514 10.390 0.819 -0.397 0.007
C 13.330 11.346 10.544 0.487 -0.296 1.120
N 12.707 11.459 11.658 -0.603 0.295 -0.715
N 13.104 10.777 12.752 0.247 -0.406 0.499
C 12.329 11.046 13.762 -0.770 1.099 0.345
O 11.332 11.916 13.779 1.170 -1.144 1.623
C 12.518 10.335 15.050 -0.254 -0.613 -0.457
C 13.780 9.869 15.399 2.282 0.794 -0.917
C 14.019 9.014 16.443 -3.762 0.852 0.049
C 12.865 8.642 17.170 2.055 -1.302 -0.869
C 11.592 8.982 16.787 0.541 0.654 0.845
C 11.398 9.894 15.756 -0.338 -0.115 0.136
C 12.773 12.120 9.430 -0.131 0.978 -1.629
C 13.461 12.335 8.201 -1.168 1.055 -0.130
C 12.868 13.286 7.265 0.046 -1.400 2.100
C 11.660 13.865 7.623 -1.384 -0.461 -0.358
C 10.957 13.458 8.804 1.237 0.043 -0.244
N 11.551 12.661 9.692 0.772 -0.155 -1.176
H 15.154 10.788 9.501 0.102 0.341 0.890
H 14.282 9.517 10.124 -0.749 -0.961 -0.226
H 15.138 10.305 11.328 -0.434 0.973 -0.856
H 14.695 10.206 14.843 -1.258 -0.233 0.126
H 14.943 8.588 16.618 1.818 -0.554 0.537
H 13.051 7.845 17.867 -0.410 -0.012 0.711
H 10.857 8.567 17.452 -0.881 0.138 -0.394
H 10.384 10.201 15.499 0.416 0.013 -0.218
H 14.412 11.822 7.983 -0.706 0.499 0.111
H 13.290 13.524 6.297 0.284 -0.118 0.153
H 11.116 14.484 6.878 0.551 -0.256 0.764
H 9.955 13.767 9.150 0.608 0.093 -0.479
O 5.854 8.101 11.512 1.401 -0.083 -0.133
C 5.253 9.269 11.494 0.628 0.939 0.022
O 4.078 9.411 11.229 0.367 -0.057 0.151
C 6.144 10.453 11.888 -2.020 -0.758 0.177
C 5.497 11.633 12.213 1.737 0.815 0.251
N 6.527 12.447 12.691 -1.805 -0.390 -0.189
N 7.696 11.847 12.717 0.239 -1.374 -0.241
C 7.500 10.589 12.249 -0.569 2.244 0.006
C 8.684 9.698 12.121 -0.179 1.952 0.865
O 8.421 8.483 12.068 0.975 -0.190 -0.482
O 9.764 10.379 12.213 0.148 -2.032 -0.636
H 6.880 8.256 11.646 -1.065 -0.452 0.224
H 4.439 11.898 12.096 0.802 0.014 0.196
H 6.478 13.371 13.106 -0.133 -0.281 -0.388
F 13.038 19.066 9.813 0.049 0.487 -0.108
C 12.757 17.887 10.372 0.856 -0.455 -1.105
C 11.579 17.663 11.014 0.395 1.721 -0.682
F 10.658 18.630 11.022 -0.191 -0.034 0.190
C 11.426 16.494 11.647 -3.153 -0.207 1.179
F 10.192 16.415 12.265 1.438 -0.620 -0.035
C 12.339 15.467 11.604 -1.359 -3.270 1.772
O 12.177 14.355 12.337 0.199 0.734 -0.507
C 13.418 15.599 10.772 0.878 0.707 -0.176
F 14.323 14.613 10.700 0.075 0.158 -0.163
C 13.647 16.838 10.209 1.366 0.944 0.077
F 14.880 17.180 9.721 -0.672 -0.600 -0.180
C 5.854 7.962 5.219 0.061 0.941 1.335
P 6.144 6.276 5.848 1.508 -0.267 0.238
C 4.560 5.760 6.567 -0.837 2.735 -0.201
C 7.325 6.603 7.294 1.377 1.184 -0.692
C 8.606 7.158 6.957 0.956 -0.826 -0.080
C 9.660 7.325 7.892 -3.039 -0.295 -0.189
C 9.372 7.088 9.233 0.308 -0.870 -1.642
C 8.202 6.444 9.575 -0.324 1.575 0.542
C 7.187 6.313 8.643 -1.318 -1.276 -0.280
H 6.831 8.442 5.135 0.026 0.054 0.212
H 5.200 8.602 5.883 0.573 -0.659 -0.835
H 5.521 7.899 4.208 -0.749 0.008 -0.645
H 3.808 6.594 6.610 0.657 -0.423 -0.368
H 4.701 5.594 7.594 0.117 -1.125 1.350
H 4.124 4.994 5.985 -0.324 -1.155 -0.163
H 8.946 7.313 5.928 -0.706 0.020 0.037
H 10.629 7.636 7.599 0.665 0.471 -0.395
H 10.165 7.302 9.875 0.745 0.138 1.593
H 7.981 6.330 10.624 -0.014 -0.428 0.085
H 6.241 5.865 8.968 0.331 0.236 0.100
O 9.424 13.861 11.025 0.094 -0.776 1.113